A structure of composition C33H32BCl80O2P2S in a non-equilibrium geometry, computed with ωB97M-V/def2-TZVPD.

ORCA input file:
```
! wB97M-V def2-TZVPD RIJCOSX def2/J DEFGRID3
* xyz 1 1
C 4.52 0.74 0.87
C 5.13 1.82 -0.12
C 5.49 3.08 0.74
C 5.38 4.43 -0.06
C 5.36 5.59 0.98
C 4.30 6.70 0.72
C 2.85 6.14 0.53
C 1.88 7.37 0.33
C 0.43 7.07 0.80
C -0.46 6.39 -0.29
C -1.37 5.33 0.45
C -2.47 4.76 -0.52
P -3.25 3.27 0.29
C -1.97 2.11 1.03
B -0.99 1.52 -0.10
O -0.18 0.42 0.26
O -0.95 2.11 -1.39
P -4.45 3.95 2.02
S -5.37 2.37 2.74
H 4.86 -0.27 0.59
H 3.42 0.81 0.79
H 4.85 0.97 1.90
H 4.44 2.07 -0.94
H 6.09 1.43 -0.52
H 4.75 3.16 1.57
H 6.50 3.03 1.19
H 6.33 4.49 -0.65
H 4.54 4.44 -0.78
H 5.28 5.24 2.03
H 6.36 6.09 0.92
H 4.27 7.35 1.62
H 4.54 7.35 -0.15
H 2.76 5.43 -0.32
H 2.52 5.59 1.44
H 2.28 8.16 1.01
H 1.95 7.81 -0.69
H 0.50 6.36 1.66
H -0.07 8.00 1.14
H -1.17 7.09 -0.77
H 0.12 5.89 -1.08
H -0.74 4.56 0.92
H -1.91 5.91 1.23
H -3.26 5.54 -0.61
H -2.12 4.57 -1.55
H -4.05 2.53 -0.62
H -2.54 1.33 1.58
H -1.35 2.66 1.77
H 0.71 0.78 0.33
H -0.21 2.73 -1.43
H -5.37 4.96 1.59
H -3.60 4.47 3.05
C -2.59 -2.06 2.38
Cl -2.15 -0.99 3.73
Cl -3.50 -3.44 2.99
Cl -3.58 -1.16 1.22
Cl -1.11 -2.63 1.58
C 0.03 -5.10 -1.52
Cl 0.63 -6.68 -2.05
Cl -1.51 -5.32 -0.66
Cl 1.21 -4.35 -0.43
Cl -0.22 -4.06 -2.92
C 9.96 0.86 -0.11
Cl 11.13 1.78 0.84
Cl 9.23 1.92 -1.33
Cl 10.78 -0.49 -0.92
Cl 8.69 0.22 0.95
C 1.34 -2.60 -6.24
Cl -0.09 -1.69 -5.72
Cl 2.05 -1.83 -7.67
Cl 2.54 -2.62 -4.94
Cl 0.87 -4.26 -6.64
C 3.72 2.37 -7.81
Cl 3.82 3.75 -6.70
Cl 3.34 0.90 -6.89
Cl 2.46 2.68 -9.02
Cl 5.27 2.16 -8.63
C -6.93 6.89 4.23
Cl -6.33 8.52 3.88
Cl -7.79 6.25 2.81
Cl -5.56 5.82 4.62
Cl -8.04 6.94 5.61
C -1.16 1.47 6.90
Cl -1.00 2.93 7.90
Cl -1.45 0.07 7.94
Cl -2.52 1.67 5.78
Cl 0.34 1.23 5.98
C -2.14 -4.21 7.78
Cl -0.46 -4.70 8.02
Cl -3.21 -5.60 7.98
Cl -2.57 -2.96 8.96
Cl -2.34 -3.55 6.15
C 7.24 -3.13 -1.08
Cl 6.59 -4.23 -2.30
Cl 6.25 -3.23 0.39
Cl 8.91 -3.58 -0.70
Cl 7.20 -1.46 -1.70
C -7.54 -1.67 0.76
Cl -6.96 -0.07 1.25
Cl -9.29 -1.78 1.03
Cl -7.19 -1.92 -0.96
Cl -6.70 -2.91 1.71
C -1.10 -0.33 -10.34
Cl -0.44 -1.71 -11.24
Cl -2.07 -0.93 -8.98
Cl 0.23 0.67 -9.73
Cl -2.13 0.64 -11.41
C -3.27 -7.49 4.31
Cl -4.70 -6.58 4.83
Cl -2.59 -6.74 2.86
Cl -2.06 -7.49 5.60
Cl -3.75 -9.16 3.94
C -5.84 -2.61 -10.14
Cl -6.42 -1.08 -9.46
Cl -6.93 -3.12 -11.44
Cl -4.20 -2.39 -10.77
Cl -5.83 -3.85 -8.87
C 9.50 6.46 -0.82
Cl 8.09 7.28 -0.12
Cl 10.90 6.68 0.25
Cl 9.17 4.72 -1.01
Cl 9.86 7.16 -2.41
C -9.78 -6.40 -11.90
Cl -9.19 -7.98 -12.47
Cl -11.37 -6.60 -11.15
Cl -8.64 -5.74 -10.72
Cl -9.91 -5.29 -13.28
C 12.34 -5.82 -0.61
Cl 11.56 -6.40 0.87
Cl 12.06 -4.08 -0.78
Cl 14.08 -6.13 -0.52
Cl 11.66 -6.67 -2.01
C 0.04 -10.72 4.94
Cl 0.63 -12.31 4.42
Cl -1.49 -10.93 5.82
Cl 1.23 -9.97 6.01
Cl -0.22 -9.69 3.53
C -13.42 -1.63 2.48
Cl -12.97 -0.57 3.83
Cl -14.35 -3.01 3.10
Cl -14.40 -0.72 1.32
Cl -11.95 -2.22 1.68
C -6.64 -2.66 8.65
Cl -5.71 -1.15 8.70
Cl -8.31 -2.30 8.18
Cl -5.92 -3.77 7.47
Cl -6.62 -3.42 10.25
C 3.31 -4.69 3.07
Cl 3.75 -2.97 3.16
Cl 2.91 -5.28 4.69
Cl 1.90 -4.88 2.01
Cl 4.67 -5.61 2.41
*
```

Properties
total energy = -1070706.3542 eV
orbital gap = 0.318 Eh
HOMO level = -0.4387 hartree